(1)
ORCA calculation (ωB97M-V/def2-TZVPD) on a 13-piece molecular cluster, H26O13 overall.

```
39
Properties=species:S:1:pos:R:3:forces:R:3:mulliken_charge:R:1
O 5.22569 -19.41071 0.40265 -0.7 -0.3 -0.1 -0.34
H 4.69800 -18.74098 -0.05479 0.3 0.1 0.0 0.26
H 4.84049 -19.49273 1.29457 0.7 0.2 -0.3 0.03
O 8.34080 -19.05994 1.89223 0.1 -0.2 -0.3 -0.64
H 9.27721 -18.84617 1.95576 -0.1 0.0 0.0 0.29
H 8.26118 -19.56686 1.05998 0.1 0.1 0.3 0.39
O 5.02791 -18.36131 3.12886 -0.8 0.1 -0.1 -0.53
H 5.08551 -18.23875 4.08319 0.2 -0.1 -0.1 0.28
H 4.06888 -18.47389 2.96507 0.6 0.2 0.2 0.32
O 2.41528 -19.25699 2.14457 -0.5 0.1 -0.2 -0.62
H 1.58549 -19.29288 2.63865 0.1 0.2 -0.1 0.29
H 2.15449 -19.13031 1.21732 0.1 -0.2 0.1 0.26
O 7.62890 -20.66327 -0.42590 -0.6 0.5 -0.2 -0.70
H 6.84005 -20.08083 -0.36573 0.4 -0.3 0.2 0.29
H 7.69910 -20.86293 -1.36770 0.1 -0.1 0.2 0.32
O 4.06424 -17.66375 -2.13329 -0.1 -0.2 -0.3 -0.58
H 4.24771 -18.19276 -2.92353 0.0 0.0 0.3 0.30
H 3.12229 -17.77608 -1.95279 0.2 0.0 0.1 0.21
O 5.82626 -15.72626 -1.02366 -0.3 -0.2 -0.4 -0.61
H 5.72301 -14.89327 -1.49640 0.0 -0.1 0.0 0.29
H 5.35876 -16.39361 -1.56676 0.2 0.5 0.4 0.35
O 6.62886 -21.30063 2.98192 -0.5 0.4 -0.1 -0.63
H 5.68327 -21.07430 3.09749 0.7 -0.2 0.2 0.34
H 7.08249 -20.44256 2.92110 0.0 -0.2 -0.1 0.36
O 1.57402 -18.64684 -0.65672 -0.4 0.3 0.0 -0.66
H 0.77783 -18.19239 -0.33450 0.2 0.0 -0.2 0.32
H 1.35161 -18.91027 -1.56125 0.0 -0.2 0.3 0.30
O 5.87746 -23.04825 -0.07011 -0.3 0.3 0.0 -0.63
H 6.13093 -22.19649 0.32656 0.2 -0.4 0.0 0.38
H 5.00258 -23.24602 0.28169 0.2 0.0 0.1 0.29
O 3.83720 -21.09928 3.68219 -0.5 -0.1 0.2 -0.62
H 3.19196 -20.64013 3.12495 0.2 -0.1 0.0 0.36
H 3.43056 -21.15414 4.55473 0.2 -0.1 -0.1 0.30
O 2.43665 -15.92723 0.80415 -0.3 0.0 -0.1 -0.61
H 2.60250 -15.37157 0.03243 0.1 -0.1 0.2 0.32
H 2.54422 -16.83007 0.48653 0.2 0.1 0.0 0.30
O 4.29455 -21.07676 -2.14050 -0.2 0.4 0.3 -0.62
H 4.59279 -20.83754 -1.24437 0.0 -0.1 -0.3 0.35
H 3.59193 -21.72017 -1.99790 0.2 -0.1 0.0 0.29
```
Positions in Å, forces in eV/Å.

Properties
* E_LUMO: -0.7765 eV
* energy relative to the best compared isomer or geometry (same formula, charge and spin): 1.7301 eV
* HOMO level: -9.7790 eV
* orbital gap: 9.003 eV
* max |F|: 0.82 eV/Å
* E_tot: -993.709652 a.u.



(2)
ORCA calculation (ωB97M-V/def2-TZVPD) on a 13-piece molecular cluster, H26O13 overall at a distorted geometry.

```
39
Properties=species:S:1:pos:R:3:forces:R:3:mulliken_charge:R:1
O -1.49288 -2.13600 -2.41218 -0.8 0.3 -0.2 -0.61
H -1.68610 -2.48424 -1.53804 0.1 -0.2 0.0 0.30
H -0.62872 -2.46282 -2.65895 0.3 0.0 0.2 0.29
O -2.22954 2.78136 0.92306 -2.3 -0.3 0.9 -0.62
H -1.45838 3.29637 0.84881 1.6 0.3 -0.5 0.27
H -2.20932 1.96523 0.42023 0.8 0.1 -0.3 0.38
O 1.56737 2.98003 1.37658 -0.5 -0.4 0.6 -0.57
H 2.10204 2.39992 0.83085 0.1 0.4 -0.3 0.28
H 1.63838 3.88756 1.08365 0.3 0.0 -0.3 0.28
O 1.23939 -0.27945 1.11220 -0.2 -0.3 -0.1 -0.41
H 0.91116 -0.30173 2.01207 0.0 0.3 0.2 0.02
H 1.07409 -1.18384 0.81832 0.3 -0.2 0.1 0.36
O 0.92078 -3.76948 1.07008 0.2 0.2 -0.5 -0.68
H 1.77745 -3.65393 0.64047 0.0 -0.1 0.1 0.34
H 0.31690 -3.27918 0.49788 0.0 -0.2 -0.1 0.26
O -3.46436 -1.26505 1.19809 0.7 -0.4 -0.1 -0.56
H -3.89834 -1.07142 0.36919 -0.4 0.2 -0.1 0.29
H -4.04847 -0.99855 1.90638 -0.2 0.2 0.1 0.29
O 0.93978 -1.32536 -1.37242 -1.0 -1.8 -0.1 -0.41
H 0.74698 -0.59197 -0.80189 0.7 0.6 -0.3 0.06
H 1.73800 -1.21596 -1.87273 0.8 0.8 0.1 0.23
O -0.65291 1.38583 -3.79980 0.4 0.4 0.3 -0.65
H -0.61263 0.46344 -3.55472 -0.1 -0.7 -0.3 0.32
H -0.63207 1.77239 -2.91298 -0.3 0.2 -0.1 0.32
O -0.77874 0.63989 3.77797 0.2 0.2 0.1 -0.58
H -0.29779 -0.00015 3.26229 -0.3 -0.9 0.0 0.29
H -0.17740 1.38492 3.73964 -0.1 0.6 0.1 0.32
O 2.06467 2.71208 -2.62603 0.1 -0.2 0.0 -0.59
H 1.60236 2.07775 -3.18733 0.0 -0.1 -0.1 0.34
H 1.42735 3.41612 -2.52264 -0.2 0.4 0.0 0.29
O 3.06244 0.44976 -0.83183 0.0 -0.4 -0.5 -0.57
H 2.69438 0.30912 0.04207 0.1 0.1 0.4 0.33
H 3.63081 1.21819 -0.82097 0.1 0.2 0.0 0.27
O -1.25420 0.85477 -0.94968 -0.7 0.5 -0.3 -0.55
H -1.66472 0.08070 -1.35282 0.4 -0.2 0.0 0.28
H -0.38450 0.63347 -0.63170 0.1 -0.1 0.3 0.37
O -0.61584 -2.70221 2.98346 0.4 0.2 0.0 -0.66
H -1.36081 -2.78181 2.38621 -0.4 0.1 0.0 0.27
H 0.09338 -3.20572 2.54722 -0.2 0.1 0.3 0.41
```
Positions in Å, forces in eV/Å.

Properties
* E_LUMO: -0.3459 eV
* energy relative to the best compared isomer or geometry (same formula, charge and spin): 2.6221 eV
* HOMO level: -10.6506 eV
* orbital gap: 10.305 eV
* max |F|: 2.48 eV/Å
* E_tot: -993.676871 a.u.



(3)
ORCA calculation (ωB97M-V/def2-TZVPD) on a 13-piece molecular cluster, H26O13 overall at a distorted geometry.

```
39
Properties=species:S:1:pos:R:3:forces:R:3:mulliken_charge:R:1
O 1.53240 -0.38642 -2.25524 1.9 -2.5 0.4 -0.45
H 2.30337 -0.61236 -2.80735 -0.3 -0.3 0.4 0.29
H 1.39994 0.47761 -2.51843 -1.3 3.3 -0.7 0.20
O -1.58715 -0.81166 -2.43879 0.6 -3.6 -0.4 -0.76
H -1.07889 -1.68449 -2.21939 -1.2 1.8 -1.0 0.43
H -1.17471 -0.25399 -1.81651 1.2 1.7 1.2 0.33
O -1.91036 1.34797 4.17228 2.4 -2.9 -2.4 -0.68
H -2.02096 0.68293 3.32523 0.1 2.3 2.9 0.44
H -0.91646 1.11618 4.30069 -2.4 1.0 0.0 0.27
O -1.76463 3.20812 -0.02098 4.4 2.9 -4.9 -0.53
H -1.61743 2.52469 0.50060 1.2 -4.8 4.0 0.25
H -2.58888 3.47632 0.09662 -5.7 1.9 0.8 0.26
O 0.48619 2.52187 1.52793 1.7 6.5 5.1 -0.50
H 1.44492 2.46113 1.73024 -0.5 1.1 0.6 0.31
H 0.53309 1.82276 1.05002 -1.0 -7.8 -5.7 0.21
O 1.46268 -1.03113 2.39011 -0.2 6.0 -4.1 -0.54
H 1.39476 -1.76031 2.82571 -1.6 -7.7 4.2 0.23
H 2.17977 -0.66937 2.85228 1.8 1.9 0.8 0.26
O -1.87501 -0.39648 2.12350 -1.8 -1.9 -0.8 -0.76
H -2.79708 -0.55156 1.71674 2.0 0.3 0.4 0.32
H -1.53334 -1.32380 2.17163 -0.5 0.9 0.2 0.32
O -3.20374 -1.41886 -0.47769 3.5 -1.9 -0.9 -0.70
H -3.81566 -0.75513 -0.49424 -2.8 2.6 -0.1 0.29
H -2.56702 -1.12909 -1.25485 -1.4 -0.9 1.4 0.42
O -0.63223 2.01195 -2.69812 0.5 -1.0 -1.2 -0.61
H -0.77914 2.09747 -1.77457 -0.4 0.4 1.5 0.34
H -0.47109 2.89493 -3.00239 0.1 0.7 -0.2 0.28
O 1.89950 -2.46168 0.27268 1.3 1.7 3.2 -0.60
H 2.20436 -1.99091 1.19026 -1.8 -1.2 -3.0 0.35
H 2.78639 -2.65094 -0.00978 0.6 -0.6 -1.0 0.33
O -0.13271 -0.03918 0.10478 0.3 -0.8 1.2 -0.40
H -0.46419 -0.32867 1.01494 0.4 0.9 -2.0 0.31
H 0.63387 -0.62413 -0.06896 -0.5 0.3 0.0 0.18
O 0.62573 -2.81354 -2.99604 0.0 -2.3 1.0 -0.70
H 0.94629 -2.08097 -2.50015 0.2 1.1 0.3 0.30
H 0.31807 -2.51899 -3.82390 -0.5 0.8 -1.4 0.32
O 3.49834 0.67371 0.20994 -3.5 -0.7 1.3 -0.62
H 4.36699 0.85813 -0.03464 1.8 -0.1 -1.4 0.26
H 2.91402 0.11789 -0.36414 1.5 0.8 0.1 0.36
```
Positions in Å, forces in eV/Å.

Properties
* E_LUMO: -0.2892 eV
* energy relative to the best compared isomer or geometry (same formula, charge and spin): 4.9989 eV
* HOMO level: -10.1235 eV
* orbital gap: 9.834 eV
* max |F|: 9.71 eV/Å
* E_tot: -993.589526 a.u.



(4)
ORCA calculation (ωB97M-V/def2-TZVPD) on a 13-piece molecular cluster, H26O13 overall at a distorted geometry.

```
39
Properties=species:S:1:pos:R:3:forces:R:3:mulliken_charge:R:1
H 0.53433 -0.23800 -0.63350 -0.5 -0.1 0.2 0.33
H -0.42411 0.06300 0.50704 0.0 -0.2 0.0 0.32
H 1.67755 -1.42892 -0.33656 0.2 -0.5 0.3 0.31
H 1.85438 -2.53618 -1.36260 0.1 -0.2 0.1 0.30
H -0.61425 -4.18128 1.19202 0.1 0.0 -0.2 0.30
H -1.93553 -3.86566 0.51037 0.1 -0.1 0.0 0.30
H 2.20447 1.70378 -3.55393 -0.1 0.3 0.0 0.30
H 2.48254 1.19836 -2.14778 0.2 -0.1 -0.5 0.30
H 1.66543 0.58665 3.95481 0.1 0.0 0.1 0.31
H 3.17341 0.64041 3.77272 0.0 0.0 0.1 0.31
H -0.10451 -3.04304 -3.59371 -0.1 -0.1 0.0 0.30
H -0.88884 -3.52511 -2.38438 0.1 -0.2 0.1 0.32
H 0.08846 3.95185 1.37732 -0.2 -0.1 0.1 0.32
H 0.40845 3.40098 -0.00261 0.1 0.3 0.1 0.34
H 4.57363 1.24726 -2.75478 0.2 -0.5 -0.1 0.32
H 5.14420 -0.16144 -2.76165 0.3 -0.4 0.2 0.25
H -2.61676 4.41052 1.24482 0.1 -0.1 0.1 0.31
H -2.91007 3.02653 1.80032 -0.2 0.1 0.0 0.35
H -0.46343 -2.40165 3.81660 0.1 0.0 0.1 0.30
H -1.36158 -1.89223 4.93189 0.1 -0.1 0.1 0.32
H -4.49884 1.03426 1.20930 -0.1 0.1 0.0 0.33
H -3.33069 1.42546 0.31913 0.0 0.0 -0.1 0.32
H 0.59950 1.50116 0.07578 0.0 0.5 0.3 0.24
H 2.03778 1.30662 -0.37538 0.3 0.2 0.3 0.24
H -4.10124 -0.24022 -2.48406 0.0 0.0 -0.1 0.31
H -2.82282 -0.86161 -3.02215 0.0 0.0 -0.1 0.32
O -0.27312 -0.55728 -0.21507 -1.0 0.4 -0.1 -0.63
O 1.45881 -2.35274 -0.50303 0.5 -0.2 -0.4 -0.54
O -1.22126 -4.51273 0.52070 -0.2 0.2 0.1 -0.60
O 2.91193 1.61018 -2.90608 -5.0 3.8 -0.2 -0.61
O 2.49287 0.37530 4.40166 0.0 0.1 -0.2 -0.62
O -0.63599 -3.78258 -3.27812 0.0 0.3 0.0 -0.62
O -0.28068 3.40953 0.67119 0.2 0.0 -0.6 -0.60
O 4.30944 0.32039 -2.76489 4.3 -3.1 0.5 -0.56
O -2.47705 3.85848 2.02246 -0.2 0.3 0.3 -0.65
O -0.56163 -2.40662 4.77542 -0.2 0.1 -0.2 -0.62
O -4.07520 1.79921 0.80390 0.1 -0.3 0.0 -0.69
O 1.48648 1.33563 0.41469 0.6 -0.1 -0.4 -0.62
O -3.50609 -0.21830 -3.24188 0.1 0.0 0.2 -0.63
```
Positions in Å, forces in eV/Å.

Properties
* E_LUMO: -0.7523 eV
* energy relative to the best compared isomer or geometry (same formula, charge and spin): 5.7020 eV
* HOMO level: -10.8702 eV
* orbital gap: 10.118 eV
* max |F|: 6.29 eV/Å
* E_tot: -993.563688 a.u.